A structure of composition C11H14N3O5SV, computed with ωB97M-V with the def2-TZVPD basis set.

Properties
Multiplicity: 2
Gap between HOMO and LUMO (spin up / spin down) in hartree: 0.26148 / 0.28806
Relative energy (zero: lowest compared OMol25 entry of this formula, charge and spin) in kcal per mole: 43.6
Net charge: +1

```
35
C11H14N3O5SV, DFT ωB97M-V with the def2-TZVPD basis set
V -1.425 0.075 -0.056
C 1.152 -0.973 -2.943
C 0.916 0.358 -2.333
N 0.048 0.637 -1.376
C 0.150 1.993 -1.102
C 1.082 2.553 -1.903
N 1.551 1.494 -2.677
C 1.465 3.993 -1.910
O 2.383 4.424 -2.789
O 1.038 4.699 -1.051
C -0.786 2.334 0.014
O -0.473 2.635 1.122
O -2.024 1.800 -0.284
H 0.560 -1.718 -2.417
H 2.205 -1.248 -2.876
H 0.854 -0.974 -3.991
H 2.274 1.526 -3.378
H 2.620 3.767 -3.453
S -4.290 -2.498 -2.555
C -3.312 -1.636 -1.713
N -2.560 -0.965 -1.056
C -1.630 -1.731 3.203
C -0.321 -1.469 2.497
C 0.525 -0.415 3.171
C 0.438 -2.732 2.161
O -0.706 -0.889 1.133
H -1.408 -2.083 4.213
H -2.218 -2.495 2.698
H -2.225 -0.823 3.298
H 0.840 -0.793 4.146
H -0.034 0.507 3.331
H 1.420 -0.191 2.593
H 0.694 -3.240 3.092
H 1.364 -2.513 1.631
H -0.169 -3.409 1.562
```